(P)
Entry from the Open Molecules 2025 dataset: a structure of composition BrFIN (the ωB97M-V functional and the def2-TZVPD basis).

Geometry as XYZ:
```
4
BrFIN, DFT the ωB97M-V functional and the def2-TZVPD basis
N 0.1285 -0.1774 0.6564
F 0.5116 1.5277 -0.6607
Br 1.1879 -1.4175 -0.0051
I -1.8280 0.0672 0.0094
```

The calculation puts the gap between HOMO and LUMO (alpha / beta) at 7.741 / 7.071 eV. For the LUMO energy (alpha / beta), the calculation gives -2.5 / -2.8 eV. The calculation puts the HOMO energy (alpha / beta) at -10.2 / -9.9 eV.

***

(Q)
Entry from the Open Molecules 2025 dataset: a structure of composition BrFIN (the ωB97M-V functional and the def2-TZVPD basis).

Geometry as XYZ:
```
4
BrFIN, DFT the ωB97M-V functional and the def2-TZVPD basis
N -0.1416 -0.1883 0.4000
F -0.6383 -1.1860 -0.4198
Br -1.1188 1.3789 -0.0013
I 1.8987 -0.0046 0.0211
```

The calculation puts the gap between HOMO and LUMO at 8.399 eV. For the LUMO energy, the calculation gives -1.4 eV. The calculation puts the HOMO energy at -9.8 eV.

***

Stability check: which of them is most stable? (Q).

***

(P)
Entry from the Open Molecules 2025 dataset: a cluster of 3 separate species, C4H16N2O3 in total (the ωB97M-V functional and the def2-TZVPD basis).

Geometry as XYZ:
```
25
C4H16N2O3, DFT the ωB97M-V functional and the def2-TZVPD basis
N -0.2387 1.1708 -1.7917
C 0.2093 1.9815 -0.6844
C -0.1581 1.5831 0.7830
C -1.0422 0.3455 1.0621
N -2.3100 0.6771 1.7055
C -0.2862 -0.5800 2.0013
O -0.1340 -1.8998 1.5560
H -1.2182 1.2315 -2.0968
H -0.0399 0.1800 -1.7252
H -0.1286 2.9970 -0.9191
H 1.3228 1.8893 -0.8451
H -0.5802 2.4848 1.3085
H 0.8611 1.4897 1.3801
H -1.3580 -0.1596 0.0761
H -2.7399 1.4561 1.1460
H -2.3123 1.0495 2.6371
H 0.8254 -0.3701 2.1898
H -0.8989 -0.5813 2.9968
H -0.9337 -2.3578 1.3559
O 2.8406 -2.4480 -2.7928
H 3.5807 -2.5438 -2.2155
H 2.9413 -1.5935 -3.2799
O 0.3594 -1.7666 -1.4285
H 0.3392 -2.1646 -0.5195
H 1.0990 -2.0708 -1.8997
```

The calculation puts the gap between HOMO and LUMO at 9.090 eV. The SMILES is NCC[C@H](N)CO.O.O. For the LUMO energy, the calculation gives 0.6 eV. The calculation puts the HOMO energy at -8.5 eV.

***

(Q)
Entry from the Open Molecules 2025 dataset: a cluster of 3 separate species, C4H16N2O3 in total (the ωB97M-V functional and the def2-TZVPD basis).

Geometry as XYZ:
```
25
C4H16N2O3, DFT the ωB97M-V functional and the def2-TZVPD basis
N -0.0826 -0.5272 -2.7731
C 0.0367 0.5826 -1.8670
C 1.0650 0.3203 -0.7503
N 1.3134 -1.0960 -0.4427
C 0.5380 0.9616 0.5226
C 1.4753 0.8523 1.7445
O 0.7969 0.4147 2.9324
H -0.4480 -0.4131 -3.7059
H 0.7516 -1.0825 -2.8822
H 0.0749 1.5641 -2.3675
H -0.9443 0.8229 -1.4198
H 2.0428 0.7596 -0.9747
H 1.7648 -1.6499 -1.1452
H 0.4967 -1.3894 0.0401
H -0.4650 0.6255 0.7872
H 0.2466 2.0066 0.3664
H 2.1456 0.0348 1.4875
H 1.8877 1.8228 1.9913
H 0.2907 -0.3795 2.7331
O -2.4628 0.7065 1.1959
H -2.9299 1.5387 1.2854
H -2.4628 0.2812 2.0616
O -1.8275 -1.9343 -0.5990
H -1.9726 -1.0104 -0.3491
H -1.0103 -1.8330 -1.1131
```

The calculation puts the gap between HOMO and LUMO at 9.510 eV. The SMILES is NC[C@H](N)CCO.O.O. For the LUMO energy, the calculation gives 0.5 eV. The calculation puts the HOMO energy at -9.0 eV.

***

Stability check: which of them is most stable? (Q).

***

(P)
Entry from the Open Molecules 2025 dataset: a structure of composition C3H6N3P (the ωB97M-V functional and the def2-TZVPD basis).

Geometry as XYZ:
```
13
C3H6N3P, DFT the ωB97M-V functional and the def2-TZVPD basis
C -1.0592 -0.4802 0.6213
C -0.0861 1.6356 0.2222
C -1.1493 0.7233 -0.3699
N 0.0754 -1.0575 0.8350
N 1.3995 -0.3572 -0.2402
N 2.4653 -1.1595 -0.1647
P 1.5046 1.2309 0.3133
H -1.9407 -0.6136 1.1614
H -0.5479 2.4953 0.6723
H -0.6831 0.2734 -1.2115
H -2.2262 1.0391 -0.2960
H 2.1633 -1.9224 -0.7738
H 2.6551 -1.4697 0.7589
```

The calculation puts the gap between HOMO and LUMO at 9.015 eV. For the LUMO energy, the calculation gives 0.4 eV. The calculation puts the HOMO energy at -8.6 eV.

***

(Q)
Entry from the Open Molecules 2025 dataset: an isolated molecule of C3H6N3P (the ωB97M-V functional and the def2-TZVPD basis).

Geometry as XYZ:
```
13
C3H6N3P, DFT the ωB97M-V functional and the def2-TZVPD basis
C -0.9228 -0.5066 0.1286
C -2.2950 -0.2543 -0.4476
C -2.2910 -0.3800 0.8478
N -0.0469 0.5786 0.0608
N 1.2314 0.3862 -0.0075
N 1.9857 1.5970 -0.0298
P 2.2992 -0.9146 0.3189
H -0.4545 -1.5763 -0.1468
H -2.8050 -0.0626 -1.2882
H -2.7206 -0.3545 1.8867
H 1.4970 -2.1272 -0.1672
H 1.5389 2.2085 -0.8641
H 2.9836 1.4059 -0.2916
```

The calculation puts the gap between HOMO and LUMO (alpha / beta) at 7.088 / 7.081 eV. For the LUMO energy (alpha / beta), the calculation gives -0.2 / -0.2 eV. The calculation puts the HOMO energy (alpha / beta) at -7.2 / -7.2 eV.

***

(R)
Entry from the Open Molecules 2025 dataset: an isolated molecule of C3H6N3P (the ωB97M-V functional and the def2-TZVPD basis).

Geometry as XYZ:
```
13
C3H6N3P, DFT the ωB97M-V functional and the def2-TZVPD basis
C -0.2994 -0.6707 -0.3892
C 0.5357 1.3150 0.1881
C -1.0450 -1.7773 0.2682
N 0.1349 -0.5491 -1.5689
N 0.8299 1.5210 -1.0198
N 0.6204 0.6920 -2.0094
P 0.4189 2.0891 1.7234
H -1.9933 -1.3075 0.3975
H -1.1368 -2.4928 -0.6477
H -0.6794 -2.2156 1.1916
H 1.4301 0.7288 -2.7425
H 1.5293 1.5478 2.2913
H -0.3452 1.1192 2.3174
```

The calculation puts the gap between HOMO and LUMO at 8.923 eV. For the LUMO energy, the calculation gives 0.9 eV. The calculation puts the HOMO energy at -8.1 eV.

***

(S)
Entry from the Open Molecules 2025 dataset: an isolated molecule of C3H6N3P (the ωB97M-V functional and the def2-TZVPD basis).

Geometry as XYZ:
```
13
C3H6N3P, DFT the ωB97M-V functional and the def2-TZVPD basis
N 2.2273 -0.9181 0.1514
N 0.9814 -0.2633 -0.2556
N 0.0338 -1.1775 -0.1786
C -1.1876 -0.8052 -0.2354
C -1.7289 0.4395 -0.0769
C -0.7908 1.6366 0.2318
P 0.9803 1.4561 -0.1322
H 2.3218 -1.7979 -0.2566
H 3.0230 -0.3327 -0.0558
H -1.7998 -1.6748 -0.2159
H -2.9098 0.4677 -0.0564
H -1.0576 2.4371 0.8670
H 0.9595 1.8734 -1.6169
```

The calculation puts the gap between HOMO and LUMO (alpha / beta) at 7.109 / 7.106 eV. The SMILES is NN1N=CC=CP1. For the LUMO energy (alpha / beta), the calculation gives -0.4 / -0.4 eV. The calculation puts the HOMO energy (alpha / beta) at -7.5 / -7.5 eV.

***

Stability check: which of them is most stable? (P).

***

(P)
Entry from the Open Molecules 2025 dataset: a cluster of 2 separate species, C2H6IOP in total (the ωB97M-V functional and the def2-TZVPD basis).

Geometry as XYZ:
```
11
C2H6IOP, DFT the ωB97M-V functional and the def2-TZVPD basis
C -1.1939 -0.7206 -0.7741
P 0.4643 -1.5278 -0.7571
C 1.0582 -1.3016 0.7848
I 0.2542 -0.2808 2.4597
H -1.2203 0.0010 -1.5907
H -1.4107 -0.2174 0.1639
H -1.9525 -1.4777 -0.9655
H 2.0334 -1.7022 1.0158
O 0.7992 2.3090 -0.4524
H 0.7258 1.7514 0.3260
H 0.4423 3.1668 -0.2105
```

The calculation puts the gap between HOMO and LUMO at 9.208 eV. The SMILES is C/P=C\I.O. For the LUMO energy, the calculation gives 0.1 eV. The calculation puts the HOMO energy at -9.1 eV.

***

(Q)
Entry from the Open Molecules 2025 dataset: an isolated molecule of C2H6IOP (the ωB97M-V functional and the def2-TZVPD basis).

Geometry as XYZ:
```
11
C2H6IOP, DFT the ωB97M-V functional and the def2-TZVPD basis
C 0.6316 -0.4633 -0.1449
C -0.8284 -0.0242 -0.0978
P -1.0043 1.7680 -0.3848
O -2.4002 2.2106 -0.5058
I 0.6278 2.5924 -2.0414
H 0.7781 -1.4873 -0.1378
H 0.9915 -0.1134 -1.1441
H 1.3411 -0.1286 0.6292
H -1.3243 -0.5431 0.7470
H -1.4311 -0.3502 -1.1099
H -0.1842 2.2344 0.8988
```

The calculation puts the gap between HOMO and LUMO at 9.817 eV. The SMILES is CC[P@H](=O)I. For the LUMO energy, the calculation gives -0.3 eV. The calculation puts the HOMO energy at -10.1 eV.

***

(R)
Entry from the Open Molecules 2025 dataset: an isolated molecule of C2H6IOP (the ωB97M-V functional and the def2-TZVPD basis).

Geometry as XYZ:
```
11
C2H6IOP, DFT the ωB97M-V functional and the def2-TZVPD basis
C -0.7810 0.4801 0.9619
P -0.7067 0.8277 -0.9051
C 0.6736 -0.3356 -1.5075
O 0.0521 -1.6114 -1.6522
I 1.4185 0.1082 -3.4487
H -1.7624 0.0231 1.0775
H -0.8250 1.3595 1.5191
H 0.0535 -0.1981 1.3282
H -0.0243 2.0168 -0.8540
H 1.6302 -0.4831 -0.9822
H -0.8417 -1.3553 -1.7100
```

The calculation puts the gap between HOMO and LUMO at 9.854 eV. The SMILES is CP[C@@H](O)I. For the LUMO energy, the calculation gives 0.5 eV. The calculation puts the HOMO energy at -9.4 eV.

***

Stability check: which of them is most stable? (Q).